(1)
2 unconnected molecules or ions with the total composition C4H8ClNO2Si at a distorted geometry, computed with ωB97M-V with the def2-TZVPD basis set.

Values from the calculation:
LUMO in eV: 0.56
Molar mass in g mol⁻¹: 165.7
Kohn-Sham gap in eV: 9.7886

Each line ends with the Mulliken charge.
Atoms and positions in Å:
C: -2.8042 -0.4230 -0.5697  -0.80
C: -1.6245 -0.5007 -0.0505  0.66
C: -0.5239 0.1112 -0.9500  0.53
C: -1.1082 -1.1930 1.1445  -1.04
N: 2.5674 1.5154 0.8250  -0.43
O: -0.5822 0.1307 -2.1535  -0.55
O: 0.5298 0.4115 -0.2761  0.13
Si: 2.0966 0.5674 -0.5326  -0.02
Cl: 2.9969 -1.1132 -0.6615  -0.16
H: -3.4958 -1.0598 0.0352  0.23
H: -3.0140 0.0640 -1.5326  0.32
H: -0.7853 -2.2574 0.9629  0.25
H: -1.9657 -1.3298 1.9825  0.31
H: -0.2733 -0.6978 1.7248  0.23
H: 3.5249 1.6757 1.0562  0.19
H: 1.9527 2.2549 1.2093  0.22
H: 2.5089 1.8438 -2.2138  -0.07

(2)
A molecular structure, C11H21Cl2NOZr at a distorted geometry, computed with ωB97M-V with the def2-TZVPD basis set.

Values from the calculation:
LUMO in eV: 0.22
Molar mass in g mol⁻¹: 345.4
Kohn-Sham gap in eV: 6.8922

Each line ends with the Mulliken charge.
Atoms and positions in Å:
Zr: 0.1641 -0.2241 -0.0938  1.08
Cl: 0.7822 0.6128 -2.1418  -0.54
Cl: -0.3413 -2.2558 0.8414  -0.52
C: 1.4232 -2.4397 -2.2506  -0.62
H: 0.5348 -2.9800 -1.9359  0.31
H: 1.6021 -2.3723 -3.3223  0.23
C: 1.1976 0.6393 1.1272  -0.34
C: 2.2545 -1.8806 -1.3697  -0.72
H: 0.8555 1.4566 1.7797  0.15
C: 3.4950 -1.1176 -1.7221  -0.45
H: 2.0403 -1.9617 -0.3037  0.84
C: 4.2630 -0.6164 -0.4864  -1.03
H: 4.1557 -1.7408 -2.3395  0.42
H: 3.2045 -0.2415 -2.3193  0.26
C: 3.5951 0.5781 0.2094  -0.31
H: 4.3731 -1.4419 0.2292  0.35
H: 5.2755 -0.3282 -0.7950  0.38
C: 2.6175 0.2045 1.3468  -1.27
H: 4.3712 1.2206 0.6426  0.38
H: 3.0633 1.1875 -0.5347  0.35
H: 2.6673 -0.8759 1.5383  0.37
H: 2.9593 0.6958 2.2732  0.39
C: -4.9284 1.2819 1.2365  -0.94
N: -3.9100 1.0003 0.2334  0.13
C: -4.2758 1.0385 -1.1775  -0.79
C: -2.6200 0.6719 0.5845  0.91
C: -2.1678 0.5741 2.0240  -1.20
O: -1.8097 0.4487 -0.3094  -0.63
H: -5.9128 1.5139 0.7768  0.27
H: -4.6290 2.1621 1.8427  0.34
H: -5.0727 0.3972 1.8919  0.35
H: -3.6598 1.7950 -1.7096  0.28
H: -4.1045 0.0397 -1.6372  0.28
H: -5.3441 1.2972 -1.3309  0.29
H: -1.7889 -0.4406 2.2400  0.32
H: -1.3656 1.3148 2.2016  0.30
H: -2.9642 0.7865 2.7603  0.39

(3)
A single C6H10F5N3S molecule at a distorted geometry, computed with ωB97M-V with the def2-TZVPD basis set.

Values from the calculation:
LUMO in eV: 0.17
Molar mass in g mol⁻¹: 251.2
Kohn-Sham gap in eV: 9.5622

Each line ends with the Mulliken charge.
Atoms and positions in Å:
C: -1.5922 1.9819 -0.0220  -0.39
C: -0.4082 1.9602 0.9357  -0.60
C: -2.3691 0.2096 -1.6697  -0.94
C: 2.1026 1.3920 0.5800  -0.76
C: 1.0471 -2.0268 -0.2123  1.07
C: 0.9234 -3.1133 0.7993  0.42
N: 0.1387 -1.1510 0.1330  -0.64
N: -1.3552 1.1866 -1.1524  0.03
N: 0.7135 1.5875 0.0449  -0.05
F: 1.1113 -2.5267 -1.5065  -0.34
F: 2.5624 -1.6810 -0.1702  -0.42
F: -0.2340 -3.7276 0.7965  -0.26
F: 1.0411 -2.5989 2.0566  -0.26
F: 1.8130 -4.1116 0.6488  -0.26
S: 0.2106 0.4739 -1.0314  0.12
H: -2.5399 1.4707 0.4783  0.25
H: -1.8266 3.0650 -0.2970  0.25
H: -0.0492 2.8353 1.3026  0.53
H: -0.6359 1.1329 1.6646  0.23
H: -3.1508 0.6374 -2.1757  0.41
H: -1.8564 -0.3485 -2.4356  0.34
H: -2.7885 -0.4295 -0.8761  0.37
H: 2.7348 1.1229 -0.2838  0.28
H: 2.4346 2.1931 1.1904  0.29
H: 1.9727 0.4658 1.2020  0.34

(4)
A single C9H19N5O3 molecule at a distorted geometry, computed with ωB97M-V with the def2-TZVPD basis set.

Values from the calculation:
LUMO in eV: 0.46
Molar mass in g mol⁻¹: 245.3
SMILES: [H]/N=C(\N)NCCC[C@H](N)C(=O)N[C@@H](C)C(=O)O
Kohn-Sham gap in eV: 10.0090

Each line ends with the Mulliken charge.
Atoms and positions in Å:
H: -0.5722 -3.4064 -0.3917  0.13
N: -0.3244 -2.4383 -0.5931  -0.61
C: 0.9951 -2.3216 -0.5483  0.40
N: 1.8266 -3.3775 -0.3086  -0.48
N: 1.5801 -1.1114 -0.8042  -0.19
C: 2.5325 -0.5895 0.1326  -1.08
C: 1.8544 0.0567 1.3684  -0.41
C: 1.5103 1.5211 1.2821  -1.10
C: 0.9524 2.0858 -0.0690  0.41
N: 1.2022 3.5165 -0.0892  -0.74
C: -0.6094 1.8548 -0.2803  0.30
O: -1.2514 2.7016 -0.8684  -0.66
N: -1.1398 0.6401 0.0792  -0.01
C: -2.6019 0.3918 -0.0522  0.37
C: -2.9822 0.1476 -1.5245  -1.33
C: -3.0744 -0.7760 0.8124  0.35
O: -4.2168 -0.8015 1.2436  -0.61
O: -2.1776 -1.7257 1.0011  -0.51
H: 2.6598 -3.3409 -0.8952  0.24
H: 1.3713 -4.2678 -0.3962  0.28
H: 0.9462 -0.3827 -1.0872  0.23
H: 3.2014 0.1380 -0.3638  0.38
H: 3.1465 -1.4845 0.3420  0.50
H: 2.5336 -0.1235 2.2235  0.45
H: 0.9611 -0.5482 1.7299  0.38
H: 0.8510 1.9235 2.0793  0.31
H: 2.4665 2.0663 1.3714  0.36
H: 1.5385 1.6434 -0.9281  0.08
H: 0.7932 4.0475 0.6709  0.28
H: 0.6866 3.8068 -0.9160  0.30
H: -0.7152 0.2567 0.9452  0.21
H: -3.1685 1.2737 0.2577  0.35
H: -4.0728 -0.0030 -1.6630  0.39
H: -2.7297 0.9816 -2.2037  0.38
H: -2.5072 -0.7710 -1.9286  0.22
H: -1.4655 -1.5840 0.3722  0.44

(5)
A molecular structure, C16H26Cl3N2O7V at a distorted geometry, computed with ωB97M-V with the def2-TZVPD basis set.

Values from the calculation:
LUMO (alpha / beta) in eV: -2.25 / -2.27
Charge: +1
Molar mass in g mol⁻¹: 515.7
2S+1: 4
Expectation value of S²: 3.755
Kohn-Sham gap (alpha / beta) in eV: 8.3848 / 9.2040

Each line ends with the Mulliken charge.
Atoms and positions in Å:
V: -0.5689 -0.3545 0.2357  0.52
C: 1.3140 -1.8451 2.1208  -0.71
C: 2.1078 -1.5367 0.8765  -0.57
O: 1.1757 -1.4261 -0.1544  0.70
C: 1.4040 -2.0161 -1.4339  -0.62
C: 0.0298 -2.4740 -1.9269  -0.75
O: -0.9567 -1.5472 -1.5737  -0.40
C: -1.4121 -0.6728 -2.5933  -0.92
C: -0.5566 0.5863 -2.5667  -0.45
O: -0.6719 1.0817 -1.2327  0.29
C: 0.2212 2.2334 -1.0100  -0.26
C: 0.1573 2.5516 0.4765  -0.71
O: -0.0209 1.3220 1.1978  0.16
C: 0.8285 1.1755 2.3645  -0.51
C: 0.1900 0.0618 3.1020  -0.83
O: 0.1234 -1.0628 2.2122  -0.31
H: 1.9682 -1.6753 2.9720  0.45
H: 0.9720 -2.9047 2.0988  0.32
H: 2.7817 -2.3767 0.6815  0.46
H: 2.6852 -0.6494 0.8686  0.20
H: 2.0755 -2.8513 -1.4127  0.61
H: 1.8023 -1.2290 -2.1085  0.21
H: -0.2497 -3.4247 -1.4101  0.26
H: 0.0146 -2.6480 -3.0044  0.48
H: -2.4710 -0.5177 -2.4088  0.30
H: -1.3639 -1.1698 -3.5552  0.52
H: -0.9130 1.3196 -3.2377  0.62
H: 0.4860 0.3762 -2.7426  0.13
H: -0.2258 3.0476 -1.6133  0.44
H: 1.2124 1.9266 -1.3860  -0.09
H: -0.7070 3.1565 0.6836  0.45
H: 1.1090 3.0143 0.8286  0.53
H: 0.8133 2.0866 2.9747  0.61
H: 1.8145 0.8748 2.0047  0.19
H: -0.8512 0.2588 3.3424  0.27
H: 0.7205 -0.2044 4.0254  0.48
C: -3.4478 1.9542 0.2582  -0.98
C: -3.4980 0.5820 0.9162  0.38
N: -2.5698 -0.3330 0.8645  0.54
C: -3.0831 -1.4906 1.4920  -0.89
C: -4.3333 -1.2136 1.9225  -0.52
N: -4.6054 0.0711 1.5549  -0.06
H: -2.5854 2.0346 -0.4199  -0.04
H: -3.2836 2.7555 0.9813  0.29
H: -4.3538 2.1301 -0.3005  0.45
H: -2.5410 -2.3979 1.5828  0.48
H: -5.1157 -1.7858 2.4419  0.41
H: -5.4370 0.5894 1.8028  0.22
Cl: 5.2006 -0.2511 -3.1443  -0.13
C: 4.8061 0.5881 -1.6573  0.74
Cl: 5.5125 -0.3699 -0.3051  -0.16
Cl: 5.5553 2.1794 -1.6264  -0.14
C: 3.2728 0.7417 -1.4180  -0.16
O: 2.4877 0.5866 -2.3706  -0.82
O: 2.9805 1.1422 -0.2701  -0.67

(6)
9 unconnected molecules or ions with the total composition C18H52N2O9 at a distorted geometry, computed with ωB97M-V with the def2-TZVPD basis set.

Values from the calculation:
LUMO in eV: 0.10
Molar mass in g mol⁻¹: 440.6
SMILES: CC1(C)CCCC(C)(C)N1O.CC1(C)CCCC(C)(C)N1O.O.O.O.O.O.O.O
Kohn-Sham gap in eV: 8.7534

Each line ends with the Mulliken charge.
Atoms and positions in Å:
C: 2.1954 -0.9697 -1.3193  -2.23
C: 3.6879 -0.7441 -1.3617  1.71
C: 4.2496 -1.0077 -2.7790  -1.46
C: 3.9005 0.7421 -1.0147  -1.40
C: 5.2445 1.1038 -0.3881  -0.65
C: 5.5262 0.1530 0.7863  -1.03
C: 5.5093 -1.3213 0.3805  1.37
C: 6.7415 -1.6212 -0.4741  -1.71
C: 5.5684 -2.1624 1.6450  -1.90
N: 4.2596 -1.5916 -0.3213  0.77
O: 4.1179 -2.9685 -0.6220  -0.47
H: 1.9804 -2.0441 -1.4246  0.44
H: 1.8131 -0.7022 -0.3346  0.22
H: 1.6621 -0.4182 -2.0937  0.49
H: 4.5923 -2.0293 -2.9272  0.22
H: 3.4788 -0.7880 -3.5217  0.46
H: 5.0708 -0.3271 -3.0161  0.37
H: 3.7939 1.2867 -1.9683  0.50
H: 3.0810 1.1707 -0.4310  0.42
H: 6.0392 1.0634 -1.1414  0.30
H: 5.2381 2.1167 0.0172  0.40
H: 4.7522 0.3648 1.5327  0.29
H: 6.5091 0.3791 1.2081  0.45
H: 7.6721 -1.6984 0.1013  0.45
H: 6.9584 -0.8568 -1.2222  0.30
H: 6.6500 -2.6023 -0.9565  0.33
H: 4.7300 -1.9345 2.3094  0.29
H: 6.4849 -1.9333 2.1892  0.43
H: 5.5116 -3.2254 1.4194  0.41
H: 4.6625 -3.1448 -1.4095  0.29
C: -6.0312 -0.0303 -1.6798  -2.03
C: -4.7666 0.5610 -1.0650  2.10
C: -4.1573 -0.4234 -0.0392  -2.07
C: -3.7625 0.7763 -2.1962  -1.37
C: -2.6113 1.7296 -1.8174  0.18
C: -3.1157 3.0232 -1.2254  -1.34
C: -4.1882 2.9160 -0.1416  1.60
C: -3.4936 2.7461 1.2172  -1.82
C: -4.9651 4.2268 -0.1598  -2.10
N: -5.1075 1.8452 -0.4638  0.15
O: -6.1213 1.7135 0.5268  -0.50
H: -6.7931 -0.2138 -0.9184  0.36
H: -6.4471 0.6622 -2.4068  0.48
H: -5.8300 -1.0100 -2.1225  0.39
H: -3.2425 -0.0204 0.3908  0.37
H: -4.8531 -0.4801 0.8056  0.38
H: -4.0244 -1.4392 -0.4119  0.66
H: -3.2742 -0.1673 -2.4764  0.37
H: -4.1867 1.1478 -3.1343  0.42
H: -1.8535 1.2368 -1.1977  -0.29
H: -2.0876 1.9890 -2.7433  0.46
H: -3.4570 3.6642 -2.0392  0.39
H: -2.2390 3.5230 -0.7992  0.44
H: -2.9233 1.8194 1.2822  0.37
H: -4.1898 2.7657 2.0621  0.43
H: -2.8324 3.5997 1.3866  0.46
H: -4.3228 5.0809 0.0478  0.38
H: -5.7667 4.2047 0.5795  0.37
H: -5.4203 4.3325 -1.1452  0.50
H: -5.6911 1.3975 1.3449  0.37
O: -3.2002 -0.3502 3.0964  -0.58
H: -2.8588 -1.2328 2.8714  0.38
H: -2.4145 0.1893 3.2325  0.25
O: -0.1552 -1.2300 4.3101  -0.65
H: -0.6935 -1.5340 3.5638  0.33
H: -0.3479 -0.2927 4.4112  0.32
O: -1.7725 -2.6522 2.1493  -0.62
H: -2.4153 -3.2757 1.7930  0.25
H: -0.8955 -2.9681 1.8422  0.32
O: 2.2611 0.5621 2.0446  -0.59
H: 2.6034 -0.3335 1.9400  0.15
H: 1.2789 0.4762 2.0542  0.45
O: -0.5362 0.2325 1.5971  -0.59
H: -1.1503 0.8629 1.2028  0.22
H: -0.5878 -0.5576 1.0215  0.32
O: 0.2944 -3.6096 0.6524  -0.76
H: 1.0916 -3.1161 0.8957  0.36
H: -0.1710 -3.0412 0.0123  0.36
O: -1.1983 -1.4186 -0.7652  -0.56
H: -2.0852 -1.0627 -0.5932  0.12
H: -0.9735 -1.1137 -1.6546  0.31